(1)
{
  "formula": "C27H35BN4O10",
  "method": "the ωB97M-V functional and the def2-TZVPD basis",
  "e_tot_ha": -2046.2795,
  "charge": 0,
  "elements": ["N", "H", "H", "H", "H", "O", "C", "O", "B", "O", "C", "O", "O", "C", "O", "C", "O", "O", "C", "C", "C", "O", "C", "H", "H", "H", "H", "H", "H", "H", "H", "C", "C", "C", "O", "C", "H", "H", "H", "H", "H", "H", "H", "H", "N", "C", "C", "C", "C", "C", "H", "H", "H", "H", "H", "N", "C", "C", "C", "C", "C", "H", "H", "H", "H", "H", "N", "C", "C", "C", "C", "C", "H", "H", "H", "H", "H"],
  "coordinates": [[-0.587, -0.410, 0.749], [0.113, 0.173, 1.184], [-1.365, -0.441, 1.393], [-0.189, -1.319, 0.564], [-0.934, 0.070, -0.069], [0.884, 2.065, -0.023], [2.096, 2.012, -0.223], [2.905, 2.919, -0.813], [4.275, 2.369, -0.861], [4.207, 1.018, -0.356], [2.912, 0.690, -0.057], [2.448, -0.397, 0.275], [4.903, 2.451, -2.214], [5.855, 3.363, -2.232], [6.477, 3.707, -3.247], [6.023, 3.860, -0.778], [5.200, 3.174, -0.040], [6.831, 4.659, -0.393], [0.535, 0.683, -4.820], [0.724, -0.785, -4.745], [0.310, -1.108, -3.341], [0.609, 0.042, -2.584], [1.111, 1.048, -3.434], [-0.535, 0.890, -4.788], [0.977, 1.188, -5.678], [1.735, -1.080, -5.025], [0.112, -1.341, -5.455], [0.893, -1.918, -2.905], [-0.767, -1.222, -3.217], [2.196, 1.138, -3.376], [0.698, 2.019, -3.161], [1.090, 1.782, 4.892], [1.929, 0.528, 4.923], [1.338, -0.304, 3.836], [0.652, 0.614, 3.003], [0.869, 1.961, 3.387], [1.621, 2.659, 5.261], [0.085, 1.749, 5.313], [1.717, 0.139, 5.919], [3.003, 0.699, 4.853], [0.526, -0.943, 4.183], [2.073, -0.836, 3.231], [-0.002, 2.609, 3.293], [1.738, 2.408, 2.904], [-2.896, 0.236, -0.923], [-4.168, -0.283, -1.129], [-4.906, 0.037, -2.299], [-4.392, 0.983, -3.214], [-3.111, 1.497, -3.017], [-2.433, 1.115, -1.866], [-4.618, -0.915, -0.377], [-5.905, -0.360, -2.396], [-4.941, 1.310, -4.085], [-2.654, 2.241, -3.653], [-1.434, 1.494, -1.711], [0.165, -2.820, -0.170], [-0.832, -3.490, -0.866], [-0.607, -4.649, -1.588], [0.692, -5.138, -1.608], [1.719, -4.484, -0.962], [1.446, -3.353, -0.203], [-1.868, -3.183, -0.849], [-1.335, -5.181, -2.181], [0.950, -6.015, -2.182], [2.692, -4.953, -0.956], [2.235, -2.853, 0.339], [-2.580, -0.405, 2.577], [-3.508, -1.389, 2.682], [-4.527, -1.422, 3.613], [-4.585, -0.279, 4.459], [-3.569, 0.696, 4.507], [-2.602, 0.589, 3.538], [-3.489, -2.174, 1.942], [-5.296, -2.178, 3.556], [-5.440, -0.172, 5.109], [-3.646, 1.562, 5.147], [-1.844, 1.352, 3.439]]
}

(2)
{
  "formula": "C27H35ClFNO5",
  "method": "the ωB97M-V functional and the def2-TZVPD basis",
  "e_tot_ha": -2039.9794,
  "smiles": "COCCCc1c(C[C@H](C)F)ccc2c1C(=O)c1cc(Cl)ccc1C2=O.COCCNCCOC",
  "charge": 0,
  "elements": ["C", "O", "C", "C", "C", "C", "C", "C", "C", "C", "F", "C", "C", "C", "C", "C", "O", "C", "C", "C", "Cl", "C", "C", "C", "C", "O", "H", "H", "H", "H", "H", "H", "H", "H", "H", "H", "H", "H", "H", "H", "H", "H", "H", "H", "H", "H", "C", "O", "C", "C", "N", "C", "C", "O", "C", "H", "H", "H", "H", "H", "H", "H", "H", "H", "H", "H", "H", "H", "H", "H"],
  "coordinates": [[-2.364, 4.096, -1.860], [-0.902, 4.337, -1.723], [-0.271, 3.276, -2.576], [0.498, 4.101, -3.789], [1.332, 3.114, -4.817], [0.501, 1.731, -5.216], [-0.503, 1.696, -6.543], [-0.766, 3.021, -7.523], [-2.073, 3.882, -6.933], [-3.446, 3.648, -7.812], [-1.829, 5.358, -6.928], [-1.285, 0.271, -6.937], [-1.163, -1.113, -6.054], [-0.196, -1.074, -4.725], [0.620, 0.332, -4.331], [1.564, 0.273, -2.952], [2.798, 0.778, -2.867], [0.848, -0.532, -1.673], [0.907, 0.004, -0.121], [0.173, -0.887, 1.085], [0.174, -0.363, 2.885], [-0.600, -2.306, 0.681], [-0.665, -2.829, -0.886], [0.048, -1.946, -2.072], [0.005, -2.371, -3.689], [0.158, -3.637, -4.093], [-2.701, 3.046, -1.460], [-2.595, 4.190, -3.023], [-2.935, 4.962, -1.312], [0.497, 2.728, -1.879], [-1.105, 2.563, -2.997], [-0.338, 4.647, -4.400], [1.266, 4.916, -3.379], [2.369, 2.908, -4.312], [1.577, 3.691, -5.833], [-0.998, 2.591, -8.611], [0.200, 3.690, -7.523], [-2.210, 3.494, -5.823], [-3.176, 3.437, -8.939], [-3.993, 2.697, -7.405], [-4.213, 4.558, -7.744], [-2.013, 0.229, -7.882], [-1.710, -2.120, -6.290], [1.456, 1.028, 0.091], [-1.145, -2.987, 1.478], [-1.234, -3.819, -1.231], [-1.054, -1.363, 8.311], [-0.757, -2.049, 7.102], [0.196, -1.358, 6.286], [1.511, -2.147, 6.215], [2.219, -2.118, 7.502], [3.353, -3.045, 7.565], [3.034, -4.552, 7.491], [2.313, -5.046, 8.623], [0.901, -4.913, 8.520], [-1.874, -1.888, 8.809], [-0.189, -1.367, 8.981], [-1.368, -0.334, 8.112], [0.363, -0.329, 6.625], [-0.233, -1.307, 5.280], [2.153, -1.712, 5.440], [1.268, -3.174, 5.926], [1.567, -2.358, 8.242], [3.856, -2.854, 8.520], [4.070, -2.789, 6.776], [3.993, -5.085, 7.500], [2.544, -4.837, 6.556], [0.545, -4.995, 7.491], [0.579, -3.972, 8.965], [0.445, -5.716, 9.104]]
}

(3)
{
  "formula": "C27H35ClN6OSV",
  "method": "the ωB97M-V functional and the def2-TZVPD basis",
  "e_tot_ha": -3256.0228,
  "charge": 0,
  "multiplicity": 4,
  "elements": ["V", "C", "N", "C", "C", "C", "N", "C", "C", "H", "H", "H", "H", "H", "H", "H", "H", "H", "H", "H", "H", "H", "H", "H", "H", "Cl", "C", "C", "C", "C", "C", "C", "C", "H", "H", "H", "H", "H", "H", "S", "C", "N", "C", "C", "C", "C", "C", "N", "C", "O", "N", "C", "C", "C", "C", "N", "C", "C", "C", "H", "H", "H", "H", "H", "H", "H", "H", "H", "H", "H", "H", "H"],
  "coordinates": [[-0.434, -0.690, 0.211], [-2.106, -4.931, -0.139], [-2.141, -3.847, 0.828], [-3.512, -3.638, 1.279], [-1.273, -4.128, 1.960], [-0.884, -2.900, 2.766], [0.114, -1.995, 2.154], [1.350, -2.728, 1.866], [0.415, -0.975, 3.172], [-2.455, -5.885, 0.291], [-1.090, -5.074, -0.509], [-2.748, -4.692, -0.986], [-3.905, -4.535, 1.784], [-4.153, -3.402, 0.433], [-3.569, -2.800, 1.972], [-0.378, -4.640, 1.605], [-1.749, -4.838, 2.659], [-0.464, -3.264, 3.718], [-1.758, -2.303, 3.021], [2.095, -2.039, 1.472], [1.184, -3.500, 1.118], [1.764, -3.191, 2.772], [0.667, -1.448, 4.131], [-0.454, -0.332, 3.314], [1.260, -0.366, 2.865], [-6.417, -0.424, -3.444], [-5.254, -0.353, -2.150], [-5.231, 0.747, -1.311], [-4.308, 0.790, -0.281], [-3.393, -0.246, -0.060], [-2.371, -0.166, 1.016], [-3.435, -1.325, -0.946], [-4.355, -1.392, -1.979], [-5.931, 1.557, -1.462], [-4.294, 1.651, 0.376], [-2.475, 0.800, 1.529], [-2.561, -0.926, 1.778], [-2.729, -2.147, -0.830], [-4.364, -2.233, -2.658], [-0.120, 0.611, -4.427], [-0.240, 0.173, -2.874], [-0.315, -0.156, -1.749], [0.508, 3.738, -3.612], [1.784, 3.578, -2.841], [2.390, 2.333, -2.726], [3.561, 2.171, -2.005], [4.128, 3.254, -1.345], [5.271, 3.100, -0.520], [5.618, 2.022, 0.244], [6.762, 1.790, 0.582], [4.581, 1.158, 0.584], [3.246, 1.486, 0.827], [2.843, 2.734, 1.306], [1.491, 2.996, 1.440], [0.568, 2.014, 1.129], [0.954, 0.805, 0.716], [2.252, 0.558, 0.536], [3.548, 4.511, -1.471], [2.396, 4.666, -2.222], [0.177, 2.781, -4.015], [0.633, 4.439, -4.440], [-0.289, 4.124, -2.974], [1.936, 1.476, -3.210], [4.025, 1.197, -1.945], [6.021, 3.767, -0.609], [4.917, 0.261, 0.892], [3.583, 3.481, 1.548], [1.144, 3.962, 1.780], [-0.499, 2.176, 1.208], [2.524, -0.409, 0.127], [3.988, 5.360, -0.963], [1.953, 5.650, -2.311]]
}

(4)
{
  "formula": "C27H35FHgN4P2",
  "method": "the ωB97M-V functional and the def2-TZVPD basis",
  "e_tot_ha": -2204.6765,
  "charge": 0,
  "elements": ["Hg", "C", "C", "C", "C", "C", "C", "C", "C", "C", "H", "H", "H", "H", "H", "H", "H", "H", "H", "H", "H", "H", "H", "H", "H", "P", "P", "N", "N", "N", "N", "C", "C", "C", "C", "C", "C", "C", "C", "C", "C", "C", "C", "C", "C", "C", "C", "C", "C", "H", "H", "H", "H", "H", "H", "H", "H", "H", "H", "H", "H", "H", "H", "H", "H", "H", "H", "H", "H", "F"],
  "coordinates": [[1.287, 1.671, 0.935], [0.529, -2.441, -0.817], [1.568, -1.722, -1.247], [1.713, -1.142, -2.627], [1.134, 0.282, -2.967], [-0.290, 0.589, -2.588], [-1.255, -0.282, -2.302], [-1.224, -1.745, -2.624], [-0.761, -2.715, -1.519], [-0.853, 2.231, 0.911], [0.596, -2.895, 0.170], [2.365, -1.440, -0.527], [1.327, -1.862, -3.356], [2.799, -1.052, -2.772], [1.821, 1.057, -2.552], [1.202, 0.340, -4.061], [-0.413, 1.648, -2.314], [-2.208, 0.097, -1.928], [-0.703, -1.951, -3.564], [-2.270, -2.012, -2.815], [-1.535, -2.747, -0.735], [-0.702, -3.693, -2.011], [-1.336, 1.720, 1.769], [-1.481, 2.003, 0.010], [-0.814, 3.291, 1.068], [3.090, 1.986, -7.745], [5.058, 0.012, -6.483], [1.513, 1.883, -8.420], [3.437, 3.495, -8.659], [4.450, -1.604, -6.606], [6.699, -0.495, -6.221], [3.936, 0.808, -8.935], [5.221, 0.295, -8.342], [0.401, 1.462, -7.670], [-0.661, 1.253, -8.532], [-0.203, 1.536, -9.870], [1.131, 1.908, -9.770], [3.699, 4.698, -7.988], [4.188, 5.640, -8.890], [4.232, 5.013, -10.186], [3.747, 3.714, -10.009], [3.511, -2.124, -5.703], [3.061, -3.343, -6.180], [3.728, -3.601, -7.425], [4.582, -2.535, -7.650], [7.448, -1.536, -6.797], [8.793, -1.373, -6.470], [8.887, -0.169, -5.673], [7.607, 0.346, -5.547], [4.133, 1.310, -9.883], [3.240, -0.004, -9.157], [5.539, -0.610, -8.852], [6.040, 1.006, -8.473], [0.501, 1.385, -6.599], [-1.650, 0.909, -8.254], [-0.783, 1.460, -10.788], [1.817, 2.202, -10.548], [3.500, 4.759, -6.931], [4.483, 6.661, -8.660], [4.586, 5.454, -11.121], [3.593, 2.956, -10.770], [3.291, -1.566, -4.807], [2.336, -3.989, -5.699], [3.603, -4.461, -8.079], [5.286, -2.409, -8.470], [6.980, -2.317, -7.375], [9.616, -2.024, -6.770], [9.803, 0.264, -5.272], [7.235, 1.225, -5.048], [1.195, -0.315, 1.954]]
}

(5)
{
  "formula": "C27H35KN6O8",
  "method": "the ωB97M-V functional and the def2-TZVPD basis",
  "e_tot_ha": -2580.4348,
  "charge": -2,
  "elements": ["K", "O", "C", "O", "C", "C", "C", "C", "C", "O", "C", "C", "O", "O", "H", "H", "H", "H", "H", "H", "H", "H", "O", "C", "N", "C", "O", "C", "C", "C", "C", "C", "N", "C", "C", "C", "C", "C", "N", "H", "H", "H", "H", "H", "H", "H", "H", "C", "C", "C", "C", "N", "N", "H", "H", "H", "H", "H", "H", "H", "H", "H", "H", "H", "H", "C", "N", "C", "C", "O", "H", "H", "H", "H", "H", "H", "H"],
  "coordinates": [[-0.230, 0.478, 0.233], [2.244, 3.593, 2.435], [1.500, 3.140, 1.539], [0.566, 2.309, 1.688], [1.878, 3.552, 0.101], [2.877, 2.500, -0.415], [3.577, 2.991, -1.699], [2.474, 2.741, -2.763], [1.319, 2.290, -1.864], [2.015, 1.470, -0.907], [0.818, 3.490, -1.037], [-0.687, 3.473, -0.622], [-1.104, 4.520, -0.108], [-1.352, 2.439, -0.926], [2.353, 4.531, 0.167], [3.541, 2.098, 0.348], [3.862, 4.041, -1.615], [4.473, 2.405, -1.907], [2.224, 3.628, -3.347], [2.760, 1.938, -3.444], [0.533, 1.716, -2.343], [0.911, 4.399, -1.638], [0.916, -4.442, -1.757], [0.888, -3.322, -1.252], [0.480, -2.150, -1.774], [0.585, -1.899, -3.086], [1.294, -2.446, -3.933], [-0.214, -0.679, -3.544], [0.170, -0.052, -4.726], [-0.516, 1.077, -5.134], [-1.574, 1.536, -4.366], [-1.899, 0.835, -3.214], [-1.238, -0.248, -2.807], [1.222, -3.232, 0.234], [0.942, -4.326, 1.053], [1.203, -4.231, 2.404], [1.773, -3.062, 2.898], [2.049, -2.046, 2.001], [1.770, -2.115, 0.700], [1.003, -0.462, -5.278], [-0.221, 1.604, -6.036], [-2.121, 2.432, -4.628], [-2.693, 1.186, -2.568], [0.507, -5.208, 0.606], [0.960, -5.050, 3.072], [1.978, -2.935, 3.954], [2.502, -1.117, 2.340], [-3.303, -3.199, -1.666], [-3.272, -2.577, -0.273], [-3.816, -1.141, -0.356], [-4.104, -3.407, 0.700], [-1.861, -2.622, 0.137], [-1.542, -1.957, 1.353], [-4.326, -3.236, -2.047], [-2.890, -4.209, -1.639], [-2.695, -2.603, -2.350], [-4.836, -1.146, -0.750], [-3.187, -0.554, -1.024], [-3.853, -0.650, 0.619], [-5.155, -3.412, 0.402], [-4.042, -2.999, 1.711], [-3.736, -4.435, 0.722], [-1.289, -2.210, -0.603], [-1.459, -2.612, 2.120], [-2.264, -1.289, 1.613], [0.539, -0.122, 6.301], [0.620, 0.074, 4.875], [1.619, 1.003, 4.372], [-0.231, -0.568, 4.054], [-1.118, -1.332, 4.417], [0.269, 0.812, 6.803], [1.507, -0.450, 6.691], [-0.216, -0.876, 6.510], [1.561, 1.948, 4.914], [1.419, 1.252, 3.330], [2.626, 0.592, 4.494], [-0.047, -0.361, 2.989]]
}

(6)
{
  "formula": "C27H35N5O3OsP2",
  "method": "the ωB97M-V functional and the def2-TZVPD basis",
  "e_tot_ha": -2321.4621,
  "charge": 2,
  "multiplicity": 5,
  "elements": ["Os", "C", "C", "C", "C", "C", "C", "C", "C", "C", "H", "H", "H", "H", "H", "H", "H", "H", "H", "H", "H", "H", "H", "H", "H", "P", "P", "N", "N", "N", "N", "C", "C", "C", "C", "C", "C", "C", "C", "C", "C", "C", "C", "C", "C", "C", "C", "C", "C", "H", "H", "H", "H", "H", "H", "H", "H", "H", "H", "H", "H", "H", "H", "H", "H", "H", "H", "H", "H", "O", "N", "O", "O"],
  "coordinates": [[1.442, -0.802, 0.278], [3.052, -1.229, -1.050], [1.991, -1.159, -1.970], [1.292, -2.382, -2.400], [0.921, -3.290, -1.172], [0.769, -2.580, 0.133], [1.886, -2.438, 1.170], [3.261, -2.858, 0.789], [3.733, -2.552, -0.646], [0.055, 0.856, 2.189], [3.826, -0.422, -1.067], [2.022, -0.385, -2.755], [1.788, -3.013, -3.165], [0.355, -2.115, -2.882], [-0.037, -3.785, -1.388], [1.633, -4.124, -1.070], [-0.097, -3.030, 0.643], [1.594, -2.900, 2.149], [3.256, -3.926, 1.020], [4.015, -2.383, 1.430], [4.836, -2.444, -0.633], [3.585, -3.429, -1.293], [0.760, 1.672, 2.523], [-0.345, 0.427, 3.099], [-0.779, 1.438, 1.721], [-1.028, -0.548, 0.577], [-0.657, 2.137, -0.761], [-1.350, -1.954, 2.106], [-2.946, -0.039, 0.954], [1.267, 1.775, -0.721], [-0.718, 3.329, -1.986], [-1.364, -0.604, -1.302], [-0.826, 0.652, -1.977], [-0.358, -2.033, 3.065], [-0.583, -3.135, 3.903], [-1.750, -3.789, 3.417], [-2.207, -3.042, 2.308], [-3.422, 0.224, 2.231], [-4.815, 0.177, 2.217], [-5.213, -0.118, 0.892], [-4.052, -0.250, 0.138], [1.884, 1.348, 0.484], [3.324, 1.433, 0.293], [3.508, 1.828, -1.015], [2.234, 1.923, -1.649], [-0.051, 3.485, -3.188], [-0.293, 4.770, -3.670], [-1.222, 5.387, -2.775], [-1.493, 4.488, -1.764], [-2.436, -0.656, -1.461], [-0.927, -1.538, -1.705], [0.176, 0.511, -2.424], [-1.507, 1.077, -2.730], [0.502, -1.410, 3.057], [0.035, -3.407, 4.742], [-2.190, -4.691, 3.820], [-3.065, -3.228, 1.665], [-2.743, 0.447, 3.043], [-5.471, 0.356, 3.057], [-6.203, -0.222, 0.484], [-3.962, -0.444, -0.920], [1.612, 1.950, 1.377], [3.974, 1.537, 1.141], [4.447, 2.017, -1.542], [2.036, 1.932, -2.727], [0.528, 2.705, -3.623], [0.167, 5.249, -4.511], [-1.614, 6.392, -2.826], [-2.134, 4.548, -0.900], [-2.214, 4.402, 1.209], [-1.075, 4.115, 1.507], [-0.377, 4.244, 2.489], [-0.247, 3.527, 0.352]]
}